1.
{
  "formula": "C29H62BrN3O9P",
  "method": "ωB97M-V/def2-TZVPD",
  "elements": ["C", "C", "O", "C", "O", "C", "C", "C", "C", "C", "P", "O", "Br", "C", "N", "N", "C", "N", "C", "C", "C", "O", "O", "H", "H", "H", "H", "H", "H", "H", "H", "H", "H", "H", "H", "H", "H", "H", "H", "H", "H", "H", "H", "H", "H", "C", "C", "O", "C", "C", "H", "H", "H", "H", "H", "H", "H", "H", "H", "H", "C", "C", "O", "C", "C", "H", "H", "H", "H", "H", "H", "H", "H", "H", "H", "C", "C", "O", "C", "C", "H", "H", "H", "H", "H", "H", "H", "H", "H", "H", "C", "C", "O", "C", "C", "H", "H", "H", "H", "H", "H", "H", "H", "H", "H"],
  "xyz": [[-4.4770, 2.9880, 2.6711], [-5.3065, 3.1071, 1.3056], [-6.3702, 2.1241, 1.1729], [-5.8507, 0.8392, 0.8655], [-5.8342, -0.0091, 1.7970], [-5.2533, 0.4384, -0.5804], [-3.9218, -0.4380, -0.4134], [-2.5661, 0.3911, -0.7838], [-1.6794, 0.7349, 0.4895], [-1.2873, 2.1587, 0.9567], [-1.8179, 3.7015, -0.0390], [-1.6357, 3.4186, -1.7217], [-0.2211, 5.2907, 0.4053], [-0.4575, 2.3932, 2.2387], [-0.0086, 1.2894, 2.9828], [-0.3562, 0.0935, 2.5612], [0.1504, -1.0418, 3.4587], [0.9080, -0.4766, 4.6211], [0.0115, -0.2831, 5.8016], [-1.0965, -0.3763, 1.4412], [-1.3214, -1.9505, 1.1746], [-0.0716, -2.6206, 0.7973], [-0.0833, -2.8475, -0.5488], [-4.8267, 3.7281, 3.4687], [-4.4319, 1.9135, 3.0893], [-3.3805, 3.2593, 2.4268], [-5.8044, 4.1378, 1.3027], [-4.5995, 2.9687, 0.4160], [-6.0801, -0.1835, -1.0866], [-5.1068, 1.3707, -1.2454], [-4.0008, -1.2851, -1.1938], [-3.8341, -0.9639, 0.5976], [-2.9081, 1.2986, -1.3787], [-1.9395, -0.2613, -1.4788], [-2.5404, 3.6017, -2.0824], [-0.1805, 3.4464, 2.5905], [0.9360, -1.6520, 2.8722], [-0.6908, -1.7304, 3.7994], [1.7125, -1.0810, 4.8221], [-0.9834, 0.1839, 5.4674], [-0.1164, -1.2938, 6.3141], [0.5140, 0.4563, 6.5265], [-2.0456, -2.1387, 0.3172], [-1.7836, -2.4512, 2.1038], [-0.0583, -3.8273, -0.6384], [5.0793, -2.3481, -0.7056], [4.2909, -2.5212, 0.5817], [4.5158, -1.4853, 1.5302], [4.1808, -0.1684, 1.1161], [2.7167, -0.0054, 0.7481], [6.1512, -2.2947, -0.4930], [4.8961, -3.1882, -1.3802], [4.8049, -1.4321, -1.2321], [4.6004, -3.4531, 1.0606], [3.2196, -2.6207, 0.3766], [4.8315, 0.1464, 0.2939], [4.4094, 0.4902, 1.9587], [2.4331, -0.6379, -0.0956], [2.5063, 1.0323, 0.4756], [2.0791, -0.2814, 1.5923], [10.4570, -3.3643, -3.6421], [9.1427, -3.0469, -2.9483], [8.6087, -4.1412, -2.2150], [9.4180, -4.6523, -1.1637], [9.7364, -3.6265, -0.0896], [10.3355, -4.2146, -4.3199], [10.8013, -2.5014, -4.2180], [11.2420, -3.6240, -2.9299], [8.3990, -2.7885, -3.7059], [9.2415, -2.1696, -2.3011], [10.3335, -5.0925, -1.5724], [8.8563, -5.4747, -0.7115], [10.3048, -2.7826, -0.4850], [10.3258, -4.0833, 0.7090], [8.8142, -3.2263, 0.3415], [-5.9595, -4.3161, 3.1489], [-6.0450, -3.1951, 2.1259], [-5.2957, -3.4486, 0.9409], [-5.6656, -4.6024, 0.1952], [-7.1038, -4.5743, -0.2918], [-4.9169, -4.5023, 3.4259], [-6.5212, -4.0532, 4.0487], [-6.3668, -5.2524, 2.7638], [-5.6317, -2.2858, 2.5657], [-7.0855, -2.9699, 1.8748], [-5.4639, -5.5080, 0.7768], [-4.9993, -4.6386, -0.6719], [-7.8155, -4.5447, 0.5351], [-7.3199, -5.4633, -0.8888], [-7.2812, -3.6880, -0.9076], [-0.8413, 8.7141, -5.3584], [-0.8000, 8.4577, -3.8611], [-1.7378, 7.4810, -3.4256], [-1.6001, 6.1825, -3.9837], [-0.2555, 5.5375, -3.6959], [-1.8435, 9.0293, -5.6644], [-0.1280, 9.4962, -5.6302], [-0.5906, 7.8205, -5.9325], [-1.0513, 9.3836, -3.3389], [0.2090, 8.1848, -3.5366], [-1.8017, 6.2108, -5.0596], [-2.3897, 5.5687, -3.5386], [0.5714, 6.1066, -4.1245], [-0.2207, 4.5285, -4.1139], [-0.0856, 5.4755, -2.6173]],
  "forces_ev_per_angstrom": [[0.8, -0.2, -0.2], [0.6, 0.5, 0.5], [1.3, -1.3, -0.9], [0.4, -2.0, 3.1], [-0.1, 3.0, -3.7], [-0.7, 0.5, 0.6], [0.2, -0.5, -1.0], [-0.2, -0.5, 0.5], [2.0, 0.9, 3.1], [1.7, -2.3, 0.4], [-0.4, 0.4, -0.8], [-0.7, -0.1, 2.0], [-0.5, -1.2, -0.2], [-1.0, -3.1, -1.6], [-2.0, 2.9, -2.5], [-1.2, -2.4, -1.5], [2.8, -0.8, 1.6], [-1.7, -0.8, -1.1], [0.5, 0.3, 0.6], [-0.9, 3.5, -1.3], [-0.3, 0.1, 0.0], [-1.1, 1.0, 2.9], [0.0, -0.7, -2.4], [0.3, -1.2, -1.1], [-0.4, 1.7, -0.7], [-1.7, -0.2, 0.4], [0.7, -1.6, -0.4], [-0.9, 0.5, 1.1], [1.3, 0.9, 0.9], [-0.1, -1.5, 1.1], [0.2, 1.3, 1.3], [-0.5, 1.0, -1.4], [0.9, -1.0, 1.0], [-0.7, 0.9, 1.0], [1.1, 0.0, 0.3], [-0.4, -1.9, -0.5], [-1.6, 1.0, 0.5], [0.7, 1.2, -0.7], [-0.6, 0.4, -0.1], [1.5, -0.9, 0.5], [-0.3, 1.4, -0.4], [-0.8, -1.2, -1.1], [0.9, 0.7, 1.2], [0.9, 0.8, -1.3], [-0.1, 0.7, 0.3], [0.1, 0.1, 0.0], [0.1, 0.0, -0.2], [-0.1, 0.0, 0.2], [0.1, -0.1, 0.0], [-0.2, -0.1, -0.1], [-0.1, -0.1, 0.0], [0.1, 0.0, 0.1], [-0.1, -0.1, 0.0], [0.0, 0.2, 0.2], [-0.1, 0.0, -0.1], [-0.1, 0.0, -0.1], [0.1, -0.2, 0.0], [0.0, 0.1, 0.0], [0.0, 0.0, 0.0], [0.1, 0.1, 0.0], [0.1, -0.1, 0.0], [0.1, -0.1, 0.0], [-0.2, -0.1, 0.0], [0.0, 0.1, 0.0], [0.0, 0.1, 0.0], [0.0, 0.1, 0.0], [-0.1, -0.1, 0.0], [0.0, 0.1, 0.0], [-0.1, -0.2, 0.1], [0.1, 0.0, 0.0], [0.0, 0.1, 0.0], [-0.1, 0.1, -0.2], [0.1, -0.1, 0.0], [-0.1, 0.0, -0.1], [0.1, -0.1, 0.0], [0.0, -0.2, -0.1], [0.0, -0.1, 0.3], [0.3, 0.2, -0.1], [-0.1, -0.1, 0.0], [-0.1, 0.1, 0.0], [-0.1, 0.0, 0.0], [0.1, 0.0, -0.1], [-0.1, 0.0, 0.1], [0.0, 0.0, -0.3], [0.0, 0.0, 0.0], [-0.1, 0.0, 0.0], [0.0, 0.1, 0.2], [0.0, -0.1, 0.0], [0.0, 0.1, 0.0], [0.0, -0.1, 0.0], [-0.1, -0.1, -0.1], [0.0, 0.1, -0.2], [-0.2, -0.1, 0.2], [0.2, 0.2, 0.0], [0.2, 0.1, 0.1], [0.1, 0.0, 0.1], [-0.1, -0.1, 0.0], [0.1, 0.0, 0.0], [-0.1, -0.2, 0.1], [0.0, 0.0, -0.1], [0.1, 0.0, 0.0], [-0.1, 0.2, 0.0], [-0.1, -0.1, -0.1], [0.0, 0.1, 0.0], [0.0, 0.0, -0.1]],
  "lowdin_charge": [-0.0710, -0.2135, -0.0673, -0.3463, 0.0628, -0.0658, -0.1645, -0.1237, -0.0210, -0.2660, 0.6262, -0.3826, 0.3329, -0.0445, 0.1225, -0.0640, -0.1528, -0.1263, -0.1254, 0.0280, -0.0756, -0.1850, -0.0315, 0.0893, 0.0886, 0.0348, 0.1417, 0.0702, 0.1395, 0.1209, 0.1288, 0.1000, 0.0884, 0.1342, 0.0540, 0.0943, 0.1455, 0.1396, 0.1163, 0.0908, 0.0911, 0.0979, 0.1287, 0.1495, 0.1364, -0.0693, -0.2739, -0.1592, -0.2670, -0.0745, 0.0781, 0.0836, 0.0664, 0.1206, 0.0958, 0.1108, 0.1224, 0.0701, 0.0801, 0.0447, -0.0796, -0.2845, -0.1705, -0.2786, -0.0794, 0.0840, 0.0787, 0.0657, 0.1166, 0.1035, 0.1066, 0.1180, 0.0663, 0.0791, 0.0730, -0.0742, -0.2831, -0.1898, -0.2791, -0.0745, 0.0785, 0.0826, 0.0677, 0.0939, 0.1118, 0.1071, 0.1144, 0.0697, 0.0820, 0.0793, -0.0776, -0.2750, -0.1622, -0.2786, -0.0888, 0.0846, 0.0808, 0.0651, 0.1201, 0.1057, 0.1096, 0.1000, 0.0717, 0.0792, 0.0259],
  "orbital_gap_ev": 6.256,
  "total_energy_ev": -133291.6754,
  "charge": 1
}

***

2.
{
  "formula": "C43H32Cl3N5OPtS",
  "method": "ωB97M-V/def2-TZVPD",
  "elements": ["Pt", "C", "C", "C", "C", "C", "C", "N", "N", "C", "C", "C", "C", "C", "C", "H", "H", "H", "H", "H", "H", "H", "H", "H", "C", "C", "C", "C", "C", "C", "C", "C", "C", "C", "C", "C", "C", "C", "C", "N", "H", "H", "H", "H", "H", "H", "H", "H", "H", "H", "Cl", "C", "C", "C", "C", "C", "C", "N", "C", "C", "N", "C", "O", "C", "C", "C", "Cl", "S", "C", "C", "C", "Cl", "C", "H", "H", "H", "H", "H", "H", "H", "H", "H", "H", "H", "H", "H"],
  "xyz": [[-0.0139, 0.0158, 0.0755], [-3.4118, 2.3074, -3.2777], [-3.0179, 1.0708, -2.7755], [-1.9757, 0.9885, -1.8844], [-1.2960, 2.1544, -1.4551], [-1.7114, 3.3999, -1.9625], [-2.7536, 3.4583, -2.8621], [-0.3223, 1.9567, -0.5383], [0.4470, 2.9306, -0.0768], [1.3208, 2.4608, 0.8388], [2.2242, 3.3161, 1.4991], [3.1502, 2.8006, 2.3800], [3.1967, 1.4416, 2.6534], [2.2880, 0.5758, 2.0460], [1.3726, 1.0665, 1.1508], [-4.2161, 2.3650, -3.9952], [-3.5354, 0.1732, -3.0840], [-1.6661, 0.0134, -1.4685], [-1.2123, 4.2949, -1.6250], [-3.0688, 4.4168, -3.2489], [2.1824, 4.3764, 1.2973], [3.8568, 3.4621, 2.8632], [3.9418, 1.0482, 3.3290], [2.3156, -0.4786, 2.2879], [1.4546, -4.0446, 0.6702], [0.9246, -4.3554, 1.9128], [0.0928, -3.4564, 2.5481], [-0.1890, -2.2186, 1.9650], [0.3606, -1.8771, 0.7095], [1.1594, -2.8274, 0.0783], [-1.0864, -1.2495, 2.5854], [-1.4763, -1.3213, 3.9409], [-2.3958, -0.4491, 4.4458], [-2.9203, 0.5630, 3.6153], [-3.8598, 1.5123, 4.0599], [-4.3010, 2.5074, 3.2301], [-3.8301, 2.5700, 1.9129], [-2.9368, 1.6448, 1.4453], [-2.4405, 0.6271, 2.2788], [-1.5564, -0.2827, 1.7932], [2.0936, -4.7495, 0.1580], [1.1556, -5.3029, 2.3753], [-0.3532, -3.7260, 3.4932], [1.5518, -2.6274, -0.9106], [-1.0320, -2.0639, 4.5810], [-2.7271, -0.5076, 5.4731], [-4.2175, 1.4479, 5.0776], [-5.0009, 3.2491, 3.5857], [-4.1752, 3.3602, 1.2644], [-2.5990, 1.6846, 0.4260], [5.8633, 5.2005, -0.2345], [4.9960, 4.5180, -1.5519], [3.9642, 3.6314, -1.3083], [3.2282, 3.1382, -2.3673], [3.5331, 3.4549, -3.6893], [2.7104, 2.9526, -4.8547], [2.5313, 1.4025, -4.9078], [2.2733, 0.7262, -3.6698], [3.2413, 0.2075, -2.8583], [2.6058, -0.3057, -1.7686], [1.2622, -0.1160, -1.9082], [1.0936, 0.5085, -3.0535], [1.4755, 3.6229, -5.0515], [0.7600, 4.1317, -3.9445], [1.3900, 5.3140, -3.2576], [1.9429, 6.3860, -3.8949], [2.0866, 6.6213, -5.5802], [2.5546, 7.5728, -2.7875], [2.0353, 6.6125, -1.4518], [1.4447, 5.4618, -1.8446], [4.6025, 4.3303, -3.9041], [5.0822, 4.8094, -5.4927], [5.3141, 4.8790, -2.8489], [3.7036, 3.3471, -0.3018], [2.3740, 2.5313, -2.1216], [3.2554, 3.1827, -5.7800], [3.4551, 0.9772, -5.3136], [1.7093, 1.1982, -5.6013], [4.2765, 0.2650, -3.1190], [3.0203, -0.7914, -0.9081], [0.1461, 0.7891, -3.4691], [0.5582, 3.3524, -3.2041], [-0.1963, 4.4369, -4.3861], [2.2092, 6.9601, -0.4532], [1.0716, 4.7144, -1.1617], [6.1013, 5.5902, -3.0328]],
  "forces_ev_per_angstrom": [[0.4, -0.2, 1.2], [0.2, -0.1, 0.1], [-0.2, 0.2, -0.4], [0.4, 0.2, 0.4], [-1.9, 0.6, -1.9], [0.4, -0.5, 0.5], [-0.2, 0.0, -0.2], [3.0, 0.9, 2.4], [-2.6, -1.5, -1.6], [1.3, -1.1, 1.5], [-0.3, 0.2, -0.2], [0.1, 0.6, 0.0], [-0.4, -0.6, -0.2], [0.8, 0.4, 0.9], [-0.8, -0.1, -1.2], [-0.1, 0.1, 0.0], [0.0, -0.1, 0.0], [-0.3, 0.5, -0.3], [0.0, 0.1, 0.0], [0.0, 0.1, 0.0], [0.0, 0.2, 0.0], [0.0, 0.1, 0.0], [0.1, 0.0, 0.1], [0.0, -0.1, -0.1], [-0.1, 0.2, -0.1], [0.0, -0.1, 0.2], [0.0, 0.1, 0.0], [0.2, -0.1, -0.3], [0.2, 0.9, 0.4], [0.1, -0.1, -0.2], [-0.4, 0.4, -0.2], [-0.3, 0.2, 0.4], [0.2, -0.2, -0.2], [0.2, 0.0, -0.4], [-0.1, 0.2, 0.0], [0.0, -0.1, 0.3], [0.2, -0.1, -0.2], [-0.1, 0.2, -0.1], [-0.3, 0.1, 0.6], [0.0, -0.9, -0.3], [0.0, -0.1, 0.0], [0.0, -0.1, 0.1], [0.0, -0.1, 0.1], [0.1, 0.1, 0.0], [0.0, -0.2, 0.1], [0.0, 0.0, 0.1], [0.0, 0.0, 0.1], [-0.1, 0.0, 0.0], [0.0, 0.1, -0.1], [0.0, 0.0, 0.0], [0.2, 0.2, 0.2], [-0.3, -0.3, -0.4], [0.1, 0.0, 0.0], [0.3, 0.1, 0.0], [0.1, 0.0, -0.3], [0.2, -0.5, -0.3], [0.1, 0.7, -0.4], [0.1, -0.3, 0.2], [0.1, -0.3, 0.2], [0.2, 0.0, -0.3], [-0.4, -0.2, -0.7], [0.0, -0.2, 0.1], [0.0, -0.1, 0.0], [-0.1, 0.1, -0.1], [-0.1, 0.3, -0.5], [0.0, 0.1, 0.5], [-0.1, 0.2, -0.2], [-0.2, -0.4, -0.1], [0.1, 0.3, -0.3], [-0.1, 0.2, 0.0], [-0.1, -0.2, 0.4], [0.2, 0.1, -0.2], [0.1, 0.0, 0.1], [0.1, 0.0, 0.0], [-0.1, -0.1, 0.0], [-0.1, -0.1, 0.3], [-0.2, 0.0, 0.0], [0.2, 0.0, 0.0], [0.3, 0.0, 0.0], [0.1, 0.0, 0.2], [-0.2, 0.1, -0.2], [0.0, 0.0, 0.0], [0.1, -0.1, 0.2], [0.0, 0.1, 0.2], [0.0, 0.0, 0.0], [0.1, 0.1, -0.1]],
  "lowdin_charge": [1.1420, -0.0705, -0.0698, -0.0796, -0.3336, -0.0258, -0.0783, -0.1333, 0.1295, -0.3180, -0.0564, -0.0995, -0.0675, -0.1070, -0.2007, 0.1029, 0.1098, 0.0817, 0.1058, 0.1089, 0.1090, 0.1036, 0.1023, 0.0951, -0.0950, -0.1006, -0.0456, -0.2091, -0.2595, -0.1256, -0.2255, 0.0016, -0.0039, -0.1567, -0.0368, -0.0834, -0.0674, -0.0061, -0.1948, 0.0683, 0.0983, 0.0965, 0.0982, 0.0739, 0.1030, 0.1158, 0.1110, 0.1017, 0.1038, 0.0714, 0.7021, -0.6632, -0.0790, -0.0377, -0.1745, -0.2692, -0.0436, -0.0870, -0.0627, -0.1291, -0.0135, -0.1485, -0.1080, -0.1530, -0.3191, -0.9588, 0.6841, 0.9919, -0.3946, -0.1644, -0.5807, 0.7338, -0.1259, 0.0833, 0.1012, 0.1073, 0.1384, 0.1422, 0.1282, 0.1036, 0.1303, 0.0990, 0.1393, 0.0658, 0.0720, 0.1062],
  "orbital_gap_ev": [4.563, 4.730],
  "total_energy_ev": -106255.5338,
  "e_above_lowest_kcal_mol": 64.4
}

***

3.
{
  "formula": "C3H4P2S",
  "method": "ωB97M-V/def2-TZVPD",
  "elements": ["S", "C", "P", "C", "C", "P", "H", "H", "H", "H"],
  "xyz": [[-3.3936, 0.1160, 0.2727], [-2.1268, 0.2063, -0.6962], [-0.4667, 0.0523, 0.2545], [1.4156, 0.7284, 0.2120], [1.9584, -0.5361, 0.1312], [0.6844, -1.7690, 0.1670], [-1.9949, -0.0028, -1.6919], [-0.9832, 0.1436, 1.5206], [1.8399, 1.6768, -0.2685], [3.0670, -0.6154, 0.0987]],
  "forces_ev_per_angstrom": [[-0.3, 0.2, -0.6], [1.9, -0.3, 3.5], [1.9, 0.5, -0.4], [-0.9, 0.5, -1.7], [-0.1, 1.7, 0.2], [-0.1, -1.4, -0.2], [-0.3, -0.1, -2.6], [-0.2, 0.5, 0.6], [-0.9, -1.3, 1.1], [-0.8, -0.4, 0.0]],
  "lowdin_charge": [0.6666, -0.8278, 0.6293, -0.3611, -0.6511, 0.5107, -0.0302, -0.0555, 0.0576, 0.0615],
  "orbital_gap_ev": [5.361, 5.360],
  "smiles": "S=C[P@@H]1=CC=P1",
  "total_energy_ev": -32583.8909,
  "e_above_lowest_kcal_mol": 38.7
}

***

4.
{
  "formula": "C5H7N",
  "method": "ωB97M-V/def2-TZVPD",
  "elements": ["C", "C", "C", "C", "N", "C", "H", "H", "H", "H", "H", "H", "H"],
  "xyz": [[-1.2471, -1.5902, 0.8448], [-0.3209, -0.5082, 0.3861], [0.8816, -0.6373, -0.3518], [1.2303, 0.5775, -0.8614], [0.2866, 1.4679, -0.4518], [-0.6157, 0.8334, 0.3366], [-1.3519, -2.3471, 0.0765], [-0.9939, -2.0108, 1.8131], [-2.2656, -1.1924, 0.9277], [1.4244, -1.5247, -0.6373], [2.0145, 0.7000, -1.5860], [0.1871, 2.4255, -0.7389], [-1.5054, 1.2844, 0.7356]],
  "forces_ev_per_angstrom": [[-0.5, 0.6, 0.2], [0.1, 0.3, -0.3], [0.3, -0.6, -0.3], [0.0, -0.7, -0.2], [0.3, 0.9, 0.0], [-0.9, -0.9, 0.1], [0.3, -0.4, 0.0], [0.1, -0.3, 0.0], [0.2, 0.1, 0.2], [-0.1, -0.2, 0.3], [0.0, 0.8, 0.1], [0.3, 0.0, 0.1], [0.0, 0.4, -0.1]],
  "lowdin_charge": [-0.0617, -0.2957, -0.0804, -0.1408, 0.0081, -0.1077, 0.0722, 0.0690, 0.0723, 0.0988, 0.1054, 0.1461, 0.1144],
  "orbital_gap_ev": 9.196,
  "smiles": "Cc1cc[nH]c1",
  "total_energy_ev": -6788.1813,
  "e_above_lowest_kcal_mol": 7.6
}

***

5.
{
  "formula": "C5H8ClNO",
  "method": "ωB97M-V/def2-TZVPD",
  "elements": ["C", "C", "C", "C", "C", "N", "O", "Cl", "H", "H", "H", "H", "H", "H", "H", "H"],
  "xyz": [[-1.3757, 1.0402, 0.7365], [1.6534, 0.1696, -0.6403], [-0.3616, -1.0665, 1.3643], [0.1413, -0.0155, -0.9225], [-0.7594, -0.1178, 0.2411], [-1.7279, 2.0539, 1.1606], [-0.2043, 1.1513, -1.7311], [-2.7535, -1.2811, -0.4685], [2.0719, 0.4614, -1.5330], [2.1509, -0.8459, -0.2432], [1.7745, 1.0613, 0.1241], [0.0235, -1.9180, 0.8362], [-1.2705, -1.3122, 2.0882], [0.3415, -0.5083, 1.9433], [0.0081, -0.8411, -1.5324], [0.2877, 1.9687, -1.4232]],
  "forces_ev_per_angstrom": [[-0.5, 1.8, 0.0], [-0.5, -1.5, 4.7], [-2.8, 0.1, 0.2], [1.1, 3.7, -0.8], [-2.1, -2.6, 1.1], [0.1, -0.5, -0.1], [0.3, 0.3, 0.6], [2.2, 1.3, 0.5], [1.1, 0.4, -2.0], [-1.0, 2.5, -0.7], [0.0, -1.9, -1.3], [0.4, -0.7, 0.5], [2.0, 0.4, -1.8], [1.0, 0.0, 0.5], [-0.4, -1.7, -1.2], [-0.8, -1.6, -0.3]],
  "lowdin_charge": [-0.2538, -0.0234, -0.0789, -0.4092, -0.4046, 0.2233, -0.0625, 0.1611, 0.0414, 0.1343, 0.1309, 0.0777, 0.1390, 0.0827, 0.1196, 0.1225],
  "orbital_gap_ev": 8.656,
  "total_energy_ev": -21372.1126,
  "e_above_lowest_kcal_mol": 73.6
}